Molecular formula: C13H14N2O6P2S
Method: DFT, wB97M-V/def2-TZVPD

Each line ends with the natural charge from an NBO analysis.
Element x y z (Å)
1 C -1.604 2.782 -1.605  -0.187
2 C -0.917 1.856 -1.259  -0.040
3 C -0.073 0.907 -0.522  -0.117
4 C -0.553 -0.348 -0.200  -0.152
5 C 0.316 -1.252 0.566  -0.187
6 C 1.571 -0.833 0.937  -0.196
7 C 2.091 0.479 0.610  0.104
8 N 3.346 0.788 1.058  -0.338
9 C 3.704 1.997 0.674  0.055
10 S 5.377 2.532 1.153  -0.002
11 C 2.898 2.909 -0.116  -0.103
12 P 3.549 4.581 -0.630  0.166
13 P 4.006 4.247 -2.746  2.073
14 O 5.174 5.004 -3.181  -1.051
15 O 4.259 2.631 -2.891  -0.969
16 O 2.672 4.559 -3.653  -0.964
17 N 1.666 2.589 -0.504  -0.392
18 C 1.254 1.343 -0.133  0.173
19 H -2.285 3.599 -1.777  0.244
20 H -1.562 -0.622 -0.509  0.238
21 H -0.078 -2.246 0.797  0.238
22 H 2.215 -1.509 1.511  0.235
23 H 5.157 3.395 2.184  0.151
24 H 2.439 5.462 -0.609  0.034
25 H 3.488 2.132 -2.578  0.492
26 H 2.078 3.797 -3.544  0.494
27 C -3.035 -6.092 2.192  -0.257
28 O -4.281 -5.417 2.018  -0.490
29 C -4.183 -4.232 1.415  0.981
30 O -3.166 -3.719 1.026  -0.652
31 O -5.409 -3.715 1.317  -0.490
32 C -5.457 -2.436 0.685  -0.257
33 H -3.247 -7.035 2.690  0.198
34 H -2.572 -6.300 1.228  0.193
35 H -2.364 -5.506 2.819  0.192
36 H -5.091 -2.498 -0.339  0.192
37 H -4.883 -1.704 1.252  0.192
38 H -6.499 -2.126 0.667  0.199

Computed properties:
Net charge: 0
Electronic energy in eV: -58385.5737
Orbital gap in eV: 7.695
Energy relative to the best compared isomer or geometry (same formula, charge and spin) in eV: 0.000
SMILES string: C#Cc1cccc2nc(S)c(PP(=O)(O)O)nc12.COC(=O)OC



Molecular formula: C13H14O
Method: DFT, wB97M-V/def2-TZVPD

Each line ends with the natural charge from an NBO analysis.
Element x y z (Å)
1 C -3.215 0.468 -0.461  -0.212
2 C -2.483 1.591 -0.780  -0.200
3 C -2.654 -0.535 0.320  -0.236
4 C -1.152 1.636 -0.498  -0.201
5 C -1.336 -0.336 0.766  -0.131
6 C -0.581 0.751 0.385  -0.148
7 C 2.154 0.204 -1.433  -0.305
8 C 1.577 -0.686 -0.674  0.084
9 C 0.052 -2.400 -0.784  -0.334
10 C 1.239 -1.965 -0.320  -0.295
11 C 2.096 1.677 -0.967  -0.068
12 C 0.823 0.709 0.837  0.383
13 C 1.075 0.260 2.243  -0.644
14 O 1.653 1.762 0.355  -0.550
15 H -4.330 0.295 -0.774  0.209
16 H -2.878 2.387 -1.359  0.210
17 H -3.318 -1.304 0.432  0.213
18 H -0.616 2.429 -0.811  0.203
19 H -0.977 -1.077 1.441  0.196
20 H 2.662 -0.103 -2.259  0.217
21 H -0.399 -3.222 -0.438  0.179
22 H -0.491 -1.958 -1.557  0.195
23 H 1.698 -2.362 0.448  0.209
24 H 3.158 2.130 -1.171  0.192
25 H 1.335 2.383 -1.438  0.181
26 H 2.205 0.080 2.297  0.219
27 H 0.562 -0.597 2.366  0.215
28 H 0.846 0.988 2.877  0.218

Computed properties:
Net charge: 0
Electronic energy in eV: -15750.0414
Orbital gap in eV: 8.270
Energy relative to the best compared isomer or geometry (same formula, charge and spin) in eV: 5.682



Molecular formula: C13H14O2
Method: DFT, wB97M-V/def2-TZVPD

Each line ends with the natural charge from an NBO analysis.
Element x y z (Å)
1 C -1.954 0.206 -1.344  -0.675
2 C -0.773 -0.307 -0.689  0.455
3 O -1.075 -1.173 0.271  -0.667
4 C 0.476 0.118 -1.005  -0.246
5 C 0.704 0.782 -2.251  -0.158
6 C 1.853 0.565 -2.977  -0.257
7 C 2.773 -0.448 -2.523  -0.217
8 C 2.653 -1.005 -1.293  -0.191
9 C 1.611 -0.571 -0.400  -0.040
10 C 1.732 -0.790 0.996  -0.277
11 C 1.088 -0.159 2.105  -0.378
12 C -0.125 0.420 2.223  0.332
13 O -0.633 1.297 3.086  -0.476
14 C -1.498 0.952 1.942  0.030
15 C -2.714 0.248 2.555  -0.642
16 H -1.906 0.201 -2.340  0.229
17 H -2.075 1.260 -1.066  0.227
18 H -2.744 -0.392 -1.075  0.232
19 H -0.156 -1.514 0.595  0.517
20 H -0.119 1.400 -2.631  0.207
21 H 2.316 1.090 -3.820  0.221
22 H 3.566 -0.728 -3.173  0.210
23 H 3.304 -1.811 -0.888  0.213
24 H 2.597 -1.437 1.303  0.213
25 H 1.617 -0.199 3.039  0.234
26 H -1.408 1.750 1.185  0.215
27 H -3.047 -0.518 1.840  0.228
28 H -3.533 0.919 2.709  0.219
29 H -2.528 -0.157 3.625  0.242

Computed properties:
Net charge: 0
Electronic energy in eV: -17798.3071
Orbital gap (spin up / spin down) in eV: 6.944 / 6.943
Energy relative to the best compared isomer or geometry (same formula, charge and spin) in eV: 4.877
SMILES string: C\C(O)=c1/cccc/c1=C/C=C1/O[C@@H]1C



Molecular formula: C13H14O4
Method: DFT, wB97M-V/def2-TZVPD

Each line ends with the natural charge from an NBO analysis.
Element x y z (Å)
1 C -6.877 -0.019 0.005  -0.254
2 O -5.800 -0.925 -0.029  -0.485
3 C -4.535 -0.439 -0.015  0.310
4 C -4.195 0.911 0.028  -0.274
5 C -2.866 1.285 0.039  -0.148
6 C -1.836 0.342 0.009  -0.149
7 C -0.467 0.799 0.024  -0.066
8 C 0.651 0.055 -0.014  -0.345
9 C 1.971 0.690 0.010  0.562
10 O 2.136 1.890 0.090  -0.565
11 C 3.131 -0.286 -0.069  -0.502
12 C 4.478 0.425 -0.083  -0.516
13 C 5.627 -0.539 0.013  0.798
14 O 5.543 -1.721 0.216  -0.602
15 O 6.806 0.078 -0.151  -0.685
16 C -2.194 -1.012 -0.034  -0.154
17 C -3.513 -1.394 -0.046  -0.242
18 H -6.869 0.579 0.922  0.178
19 H -6.870 0.646 -0.864  0.178
20 H -7.777 -0.631 -0.017  0.203
21 H -4.956 1.675 0.053  0.215
22 H -2.617 2.336 0.073  0.213
23 H -0.329 1.874 0.071  0.222
24 H 0.630 -1.022 -0.065  0.201
25 H 3.079 -0.961 0.789  0.243
26 H 3.015 -0.900 -0.964  0.232
27 H 4.541 1.118 0.760  0.253
28 H 4.595 1.025 -0.987  0.244
29 H 7.535 -0.557 -0.074  0.496
30 H -1.427 -1.770 -0.058  0.212
31 H -3.792 -2.435 -0.078  0.225

Computed properties:
Net charge: 0
Electronic energy in eV: -21898.0169
Orbital gap in eV: 8.292
Energy relative to the best compared isomer or geometry (same formula, charge and spin) in eV: 0.843
SMILES string: COc1ccc(/C=C/C(=O)CCC(=O)O)cc1



Molecular formula: C13H14O4S
Method: DFT, wB97M-V/def2-TZVPD

Each line ends with the natural charge from an NBO analysis.
Element x y z (Å)
1 O 0.709 0.612 -4.673  -0.587
2 C 0.141 0.126 -3.736  0.770
3 O -1.182 -0.110 -3.766  -0.674
4 C 0.913 -0.216 -2.529  -0.176
5 C 2.307 -0.157 -2.535  -0.132
6 C 3.048 -0.513 -1.423  -0.220
7 C 2.396 -0.918 -0.229  -0.194
8 C 0.992 -0.955 -0.201  -0.234
9 S 0.177 -1.131 1.422  2.104
10 O 1.089 -1.792 2.378  -0.931
11 O -1.108 -1.822 1.253  -0.937
12 C -0.161 0.608 1.937  -0.422
13 C -1.092 0.593 3.167  -0.457
14 C -1.218 1.972 3.737  -0.185
15 C -0.325 2.993 3.424  -0.180
16 C 0.904 2.804 2.571  -0.441
17 C 1.128 1.349 2.223  -0.420
18 C 0.246 -0.656 -1.374  -0.172
19 H -1.490 0.220 -4.642  0.507
20 H 2.847 0.164 -3.392  0.240
21 H 4.155 -0.515 -1.484  0.229
22 H 2.965 -1.185 0.676  0.253
23 H -0.663 1.174 1.161  0.237
24 H -2.048 0.230 2.866  0.239
25 H -0.669 -0.111 3.961  0.237
26 H -1.972 2.182 4.446  0.211
27 H -0.419 3.960 3.882  0.205
28 H 1.801 3.152 3.100  0.225
29 H 0.814 3.407 1.673  0.211
30 H 1.657 0.844 3.008  0.223
31 H 1.812 1.368 1.365  0.218
32 H -0.819 -0.744 -1.333  0.252

Computed properties:
Net charge: 0
Electronic energy in eV: -32732.6525
Orbital gap in eV: 9.238
SMILES string: O=C(O)c1cccc(S(=O)(=O)[C@H]2CC=CCC2)c1



Molecular formula: C13H15BeN3O4STe
Method: DFT, wB97M-V/def2-TZVPD

Each line ends with the natural charge from an NBO analysis.
Element x y z (Å)
1 Be -1.850 0.072 0.865  1.694
2 O -4.933 -1.808 1.443  -0.594
3 C -3.942 -1.119 1.505  0.751
4 O -3.350 -0.499 0.520  -0.924
5 C -3.221 -0.801 2.820  0.124
6 C -3.682 -0.728 4.120  -0.224
7 C -2.921 0.004 5.032  -0.137
8 C -1.820 0.748 4.612  -0.215
9 C -1.431 0.623 3.290  0.136
10 N -2.058 -0.248 2.512  -0.627
11 C -0.577 1.516 2.399  0.749
12 O 0.273 2.266 2.811  -0.570
13 O -0.930 1.359 1.140  -0.930
14 H -4.622 -1.184 4.398  0.246
15 H -3.243 0.058 6.064  0.226
16 H -1.318 1.439 5.274  0.246
17 N 1.986 -1.776 -2.512  -0.805
18 C 0.549 -1.648 -2.233  -0.234
19 C 0.293 -1.386 -0.748  -0.260
20 N -1.028 -0.778 -0.548  -0.934
21 H 2.132 -1.972 -3.496  0.385
22 H 2.380 -2.550 -1.987  0.376
23 H 2.976 -0.487 -2.258  0.246
24 H -0.020 -2.533 -2.546  0.182
25 H 0.187 -0.792 -2.805  0.209
26 H 1.035 -0.679 -0.374  0.248
27 H 0.354 -2.310 -0.171  0.191
28 H -1.758 -1.394 -0.899  0.399
29 H -1.063 0.061 -1.138  0.408
30 Te 1.281 2.096 -0.497  -0.163
31 C 2.679 1.920 -1.990  -0.395
32 C 2.965 2.596 -3.142  -0.384
33 C 4.015 2.065 -3.945  -0.156
34 C 4.585 0.928 -3.483  -0.488
35 S 3.882 0.538 -1.920  0.512
36 H 2.417 3.489 -3.400  0.243
37 H 4.334 2.523 -4.871  0.229
38 H 5.446 0.390 -3.840  0.240

Computed properties:
Net charge: 0
Electronic energy in eV: -44916.4481
Orbital gap in eV: 6.123
Energy relative to the best compared isomer or geometry (same formula, charge and spin) in eV: 1.884